# 1
# C5H8O

2 unconnected molecules or ions with the total composition C5H8O (ωB97M-V/def2-TZVPD, the OMol25 dataset).

For the LUMO energy, the calculation gives 0.0328 Ha. As for the relative energy (zero: lowest compared OMol25 entry of this formula, charge and spin): 453.0 kJ/mol. As for the spin multiplicity: 1. The calculated total energy comes out at -270.3854 Ha.

Geometry (Å):
C -1.639286 -1.383543 -0.790430
C -2.056979 -0.138377 -0.581785
C 0.213909 1.320952 -0.030466
C 0.946683 0.693085 1.168963
C 1.993412 0.274041 0.138123
O 1.180435 0.935779 -0.863450
H -1.309266 -1.713182 -1.772608
H -1.609932 -2.121332 0.008087
H -2.380871 0.206630 0.397197
H -2.081081 0.603067 -1.373951
H 0.422147 -0.097419 1.711850
H 1.252347 1.473206 1.871772
H 2.980437 0.739934 0.199577
H 2.088050 -0.792842 -0.082876

Cartesian forces (eV/Å) of the 2 atoms listed first:
-0.1 0.1 0.0
0.0 -0.2 0.0


# 2
# C5H8O

A single C5H8O molecule (ωB97M-V/def2-TZVPD, the OMol25 dataset).

For the LUMO energy, the calculation gives 0.0380 Ha. As for the relative energy (zero: lowest compared OMol25 entry of this formula, charge and spin): 77.3 kJ/mol. As for the spin multiplicity: 1. The calculated total energy comes out at -270.5285 Ha. The structure (SMILES) is O[C@@H]1C=CCC1.

Geometry (Å):
O -0.936610 1.850521 -0.188937
C 0.049732 0.953898 -0.674641
C -0.692124 -0.284580 -1.108951
C -0.604605 -1.234542 -0.179110
C 0.388127 -0.900345 0.908791
C 1.003975 0.430657 0.421133
H -1.470159 1.261560 0.380603
H 0.578886 1.481916 -1.471473
H -1.333548 -0.295972 -1.985468
H -1.145227 -2.173922 -0.203009
H 1.142948 -1.687809 1.019107
H -0.103571 -0.815503 1.885117
H 1.988627 0.242569 -0.019785
H 1.133550 1.171550 1.216623

Cartesian forces (eV/Å) of the 2 atoms listed first:
-0.3 -0.2 0.7
0.3 -0.2 -0.3


# 3
# C5H8O

A molecular structure, C5H8O (ωB97M-V/def2-TZVPD, the OMol25 dataset).

For the LUMO energy, the calculation gives 0.0311 Ha. As for the relative energy (zero: lowest compared OMol25 entry of this formula, charge and spin): 444.3 kJ/mol. As for the spin multiplicity: 1. The calculated total energy comes out at -270.3887 Ha.

Geometry (Å):
C 1.995457 -0.434186 0.210357
C 0.313165 0.503273 -0.839666
O -0.481743 -0.514354 -1.237752
C -1.661701 -0.576723 -0.421840
C -1.500828 0.557194 0.545494
C -0.311500 1.131483 0.326818
H 2.656076 -1.028962 -0.425890
H 2.534241 0.329554 0.772597
H 1.378119 -1.063568 0.846523
H 1.469984 0.302348 -0.869175
H -2.512234 -0.451227 -1.102599
H -1.748176 -1.560826 0.064545
H -2.260376 0.846171 1.263357
H 0.129519 1.959818 0.867236

Cartesian forces (eV/Å) of the 2 atoms listed first:
0.1 -0.2 0.3
0.0 0.0 0.2


# 4
# C5H8O

2 unconnected molecules or ions with the total composition C5H8O at a distorted geometry (ωB97M-V/def2-TZVPD, the OMol25 dataset).

For the LUMO energy, the calculation gives 0.0450 Ha. As for the relative energy (zero: lowest compared OMol25 entry of this formula, charge and spin): 114.1 kJ/mol. As for the spin multiplicity: 1. The calculated total energy comes out at -270.5144 Ha.

Geometry (Å):
C 1.708790 -0.537261 0.034921
C 0.654759 0.205856 -0.813158
C -0.746483 -0.318204 -0.639638
C -1.835100 0.441305 -0.552619
C -0.572288 0.799778 2.399566
O -1.286470 0.072493 2.901804
H 2.347503 0.157546 0.590718
H 1.239182 -1.198849 0.770432
H 2.363651 -1.153847 -0.588570
H 0.659122 1.278425 -0.585608
H 0.917273 0.117837 -1.875460
H -0.852426 -1.404713 -0.608472
H -1.769294 1.528356 -0.581204
H -2.828222 0.011279 -0.452712

Cartesian forces (eV/Å) of the 2 atoms listed first:
0.1 0.0 0.0
0.0 0.1 0.0


# 5
# C5H8O

2 unconnected molecules or ions with the total composition C5H8O (ωB97M-V/def2-TZVPD, the OMol25 dataset).

For the LUMO energy, the calculation gives 0.0328 Ha. As for the relative energy (zero: lowest compared OMol25 entry of this formula, charge and spin): 504.8 kJ/mol. As for the spin multiplicity: 1. The calculated total energy comes out at -270.3656 Ha.

Geometry (Å):
C -0.906968 0.753700 -0.535137
C -1.345035 -0.231892 0.492901
C 0.117431 0.076844 0.331107
C 1.170702 -0.897292 -0.102347
O 2.044377 -0.372834 0.765814
C 1.141604 0.640194 1.294032
H -0.936240 0.467169 -1.582343
H -1.085914 1.808038 -0.340157
H -1.834001 0.137918 1.390048
H -1.668276 -1.214748 0.161696
H 0.562151 -1.639032 -2.329055
H 0.236310 -1.665006 -3.002602
H 0.976924 0.493646 2.364894
H 1.526930 1.643292 1.091152

Cartesian forces (eV/Å) of the 2 atoms listed first:
0.0 0.1 -0.2
-0.1 -0.1 0.1


# 6
# C5H8O

A single C5H8O molecule (ωB97M-V/def2-TZVPD, the OMol25 dataset).

For the LUMO energy, the calculation gives 0.0395 Ha. As for the relative energy (zero: lowest compared OMol25 entry of this formula, charge and spin): 133.2 kJ/mol. As for the spin multiplicity: 1. The calculated total energy comes out at -270.5072 Ha. The structure (SMILES) is O=CCC1CC1.

Geometry (Å):
O 1.664976 1.720478 -0.689845
C 1.907390 0.810114 0.067149
C 0.986367 -0.350130 0.382597
C -0.230892 -0.525385 -0.502361
C -1.512125 -0.694917 0.266809
C -1.253493 0.569356 -0.509522
H 2.859135 0.783214 0.649224
H 1.580250 -1.272623 0.421394
H 0.658455 -0.175082 1.413583
H -0.090405 -1.130680 -1.396350
H -2.269148 -1.379552 -0.099195
H -1.394677 -0.678580 1.341179
H -1.850759 0.725195 -1.405350
H -1.002755 1.489648 0.009436

Cartesian forces (eV/Å) of the 2 atoms listed first:
0.2 -0.6 0.4
-0.1 0.2 -0.2


# 7
# C5H8O

A single C5H8O molecule (ωB97M-V/def2-TZVPD, the OMol25 dataset).

For the LUMO energy, the calculation gives 0.0410 Ha. As for the relative energy (zero: lowest compared OMol25 entry of this formula, charge and spin): 81.3 kJ/mol. As for the spin multiplicity: 1. The calculated total energy comes out at -270.5269 Ha. The structure (SMILES) is C[C@H]1CC=CO1.

Geometry (Å):
C -1.458066 -1.011324 -0.221638
C -0.278678 -0.136491 -0.595160
C -0.022543 1.078468 0.329635
C 1.442576 0.914288 0.647367
C 1.855225 -0.244384 0.144461
O 0.919900 -0.951497 -0.542590
H -1.385619 -1.321036 0.827015
H -2.399820 -0.469654 -0.366655
H -1.466754 -1.909994 -0.846672
H -0.374502 0.200816 -1.634570
H -0.635644 1.039446 1.240843
H -0.258871 2.022840 -0.174329
H 2.032365 1.590646 1.250833
H 2.825547 -0.722501 0.209563

Cartesian forces (eV/Å) of the 2 atoms listed first:
0.0 0.0 0.0
-0.2 0.1 0.0


# 8
# C5H8O2

A single C5H8O2 molecule (ωB97M-V/def2-TZVPD, the OMol25 dataset).

For the LUMO energy, the calculation gives 0.0344 Ha. As for the relative energy (zero: lowest compared OMol25 entry of this formula, charge and spin): 145.4 kJ/mol. As for the spin multiplicity: 1. The calculated total energy comes out at -345.7496 Ha. The structure (SMILES) is C/C=C/[C@@H](O)C=O.

Geometry (Å):
C 2.290069 -0.223789 0.709856
C 0.833656 0.149772 0.761063
C 0.166305 0.654559 -0.275357
C -1.346152 0.666523 -0.438633
O -1.688508 0.797375 -1.790760
C -1.781279 -0.707973 0.057185
O -2.083001 -1.583460 -0.719925
H 2.907921 0.548842 0.242002
H 2.388795 -1.133954 0.103786
H 2.688651 -0.446238 1.702857
H 0.297020 -0.118392 1.671706
H 0.691692 0.942064 -1.185806
H -1.844845 1.461392 0.131729
H -1.785119 -0.114985 -2.116851
H -1.735205 -0.891738 1.147148

Cartesian forces (eV/Å) of the 2 atoms listed first:
0.1 0.0 0.0
-0.1 0.0 -0.2


# 9
# C5H8O2

A single C5H8O2 molecule at a distorted geometry (ωB97M-V/def2-TZVPD, the OMol25 dataset).

For the LUMO energy, the calculation gives 0.0320 Ha. As for the relative energy (zero: lowest compared OMol25 entry of this formula, charge and spin): 286.8 kJ/mol. As for the spin multiplicity: 1. The calculated total energy comes out at -345.6957 Ha. The structure (SMILES) is C=C[C@]1(O)O[C@H]1C.

Geometry (Å):
C 0.631457 2.321288 1.341025
C -0.228936 1.321751 1.169099
C 0.028559 -0.035338 0.650377
O -0.378678 -1.050754 1.701495
O 1.239534 -0.276154 -0.021299
C 0.060993 -0.366863 -0.789665
C -0.362324 -1.717497 -1.286729
H 0.516262 3.379326 1.714593
H 1.615902 1.905812 1.229238
H -1.241643 1.380028 1.162021
H -0.327836 -1.940148 1.290502
H -0.079248 0.383454 -1.614992
H 0.441384 -2.122409 -1.899957
H -1.136666 -1.561178 -1.983801
H -0.655151 -2.575476 -0.750817

Cartesian forces (eV/Å) of the 2 atoms listed first:
0.3 -0.6 0.6
1.0 0.5 -0.6


# 10
# C5H8O2

2 unconnected molecules or ions with the total composition C5H8O2 at a distorted geometry (ωB97M-V/def2-TZVPD, the OMol25 dataset).

For the LUMO energy, the calculation gives 0.0224 Ha. As for the relative energy (zero: lowest compared OMol25 entry of this formula, charge and spin): 664.8 kJ/mol. As for the spin multiplicity: 1. The calculated total energy comes out at -345.5518 Ha.

Geometry (Å):
C -2.011521 -0.640327 0.130810
C -1.874118 -1.725157 0.838502
C -2.111360 0.469671 -0.508780
C 1.832709 -0.690915 0.368283
C 1.285168 1.207735 -0.838210
O 1.303724 -0.068916 -0.668861
O 1.819822 2.293252 -0.202622
H -0.858140 -2.146032 1.012500
H -2.637072 -2.408815 1.128038
H -1.878525 0.442449 -1.514279
H -2.152383 1.471196 -0.069694
H 1.494660 -1.791156 0.510236
H 2.408354 -0.212164 1.127339
H 1.097966 1.515807 -1.924222
H 2.280723 2.283366 0.610955

Cartesian forces (eV/Å) of the 2 atoms listed first:
-0.2 -0.8 1.4
1.6 -0.6 -0.4


# 11
# C5H8O2

A single C5H8O2 molecule at a distorted geometry (ωB97M-V/def2-TZVPD, the OMol25 dataset).

For the LUMO energy, the calculation gives 0.0254 Ha. As for the relative energy (zero: lowest compared OMol25 entry of this formula, charge and spin): 308.1 kJ/mol. As for the spin multiplicity: 1. The calculated total energy comes out at -345.6876 Ha. The structure (SMILES) is C=CC(=O)CCO.

Geometry (Å):
C -1.386646 -1.436978 -0.560315
C -1.271351 -0.153779 -0.244699
C -0.365835 0.641511 -1.091344
O -0.352551 0.542083 -2.301760
C 0.615826 1.406338 -0.264414
C 1.166745 0.335734 0.840509
O 0.326064 -0.852770 1.415086
H -2.084762 -2.105373 -0.074884
H -0.738045 -1.836155 -1.337070
H -1.595338 0.264325 0.711222
H 1.411757 1.815129 -0.925621
H 0.128268 2.305247 0.158499
H 1.428158 0.945207 1.703855
H 2.025711 -0.115409 0.361396
H 0.691999 -1.755111 1.609538

Cartesian forces (eV/Å) of the 2 atoms listed first:
-0.7 0.1 -0.5
-0.8 -0.3 -0.6


# 12
# C5H8O2

A single C5H8O2 molecule at a distorted geometry (ωB97M-V/def2-TZVPD, the OMol25 dataset).

For the LUMO energy, the calculation gives 0.0319 Ha. As for the relative energy (zero: lowest compared OMol25 entry of this formula, charge and spin): 401.2 kJ/mol. As for the spin multiplicity: 1. The calculated total energy comes out at -345.6521 Ha. The structure (SMILES) is C=C[C@H](C=O)OC.

Geometry (Å):
C 0.068581 -0.633964 -2.324977
C -0.387038 -0.370523 -1.055647
C 0.098139 -0.591831 0.547678
C -0.027850 -2.064865 0.144298
O -1.062468 -2.691003 0.289657
O -0.768105 -0.043855 1.508895
C -0.468381 1.278089 1.932440
H -0.572669 -0.576313 -3.084627
H 1.100208 -1.065616 -2.401226
H -1.372491 0.014096 -0.822954
H 1.065964 -0.245186 0.813408
H 0.826655 -2.450627 -0.286711
H -0.204172 1.128815 3.128113
H -1.428098 1.967910 1.780936
H 0.439441 1.718000 1.520413

Cartesian forces (eV/Å) of the 2 atoms listed first:
3.0 -0.6 6.4
0.5 1.2 0.1